(i)
Molecular formula: C3H10NOS
Method: DFT, the ωB97M-V functional and the def2-TZVPD basis

Geometry as ORCA input:
```
! RIJCOSX wB97M-V def2-TZVPD def2/J DEFGRID3
* xyz 0 2
C -2.46 1.32 0.74
S -1.57 -0.20 0.34
H -3.45 1.23 0.31
H -2.47 1.60 1.81
H -2.01 2.19 0.22
C 1.55 0.10 0.32
O 0.86 1.34 0.28
C 1.39 -0.74 -0.95
N 0.87 -2.07 -0.60
H 2.57 0.29 0.56
H 1.11 -0.48 1.12
H -0.10 1.11 0.44
H 0.65 -0.18 -1.54
H 2.35 -0.86 -1.50
H 0.74 -2.65 -1.41
H -0.02 -1.98 -0.14
*
```

Calculated values
M = 108.19 g/mol
gap between HOMO and LUMO (alpha / beta) = 9.94 / 6.65 eV
expectation value of S² = 0.7531

=====

(ii)
Molecular formula: C3H10NOS
Method: DFT, the ωB97M-V functional and the def2-TZVPD basis

Geometry as ORCA input:
```
! RIJCOSX wB97M-V def2-TZVPD def2/J DEFGRID3
* xyz 0 2
C 1.10 0.20 -1.87
C 1.25 0.89 -0.52
S 1.59 2.68 -0.59
H 0.93 0.79 -2.78
H 1.98 -0.39 -2.17
H 0.28 -0.53 -1.84
H 1.98 0.40 0.12
H 0.27 0.91 -0.05
H 2.93 2.51 -0.80
N -2.10 -1.90 1.44
C -1.53 -0.51 1.31
O -0.28 -0.58 1.81
H -3.07 -1.95 1.70
H -1.60 -2.33 2.21
H -2.21 0.20 1.80
H -1.52 -0.38 0.22
*
```

Calculated values
M = 108.19 g/mol
gap between HOMO and LUMO (alpha / beta) = 9.85 / 6.80 eV
expectation value of S² = 0.7545

=====

Most stable pick: (i). Distance to second place: 18.9 kcal/mol.

=====

(i)
Molecular formula: C4H8O
Method: DFT, the ωB97M-V functional and the def2-TZVPD basis

Geometry as ORCA input:
```
! RIJCOSX wB97M-V def2-TZVPD def2/J DEFGRID3
* xyz 0 1
C 1.48 0.17 0.35
C -0.01 -0.04 0.47
C -0.93 0.94 -0.27
O -1.48 -0.09 -1.10
C -0.71 -1.05 -0.41
H 2.05 -0.69 0.73
H 1.80 1.05 0.92
H 1.77 0.33 -0.70
H -0.29 -0.19 1.52
H -0.42 1.71 -0.87
H -1.72 1.42 0.32
H -1.36 -1.89 0.13
H -0.19 -1.76 -1.08
*
```

Calculated values
M = 72.11 g/mol
gap between HOMO and LUMO = 10.49 eV

=====

(ii)
Molecular formula: C4H8O
Method: DFT, the ωB97M-V functional and the def2-TZVPD basis

Geometry as ORCA input:
```
! RIJCOSX wB97M-V def2-TZVPD def2/J DEFGRID3
* xyz 0 1
C -0.28 1.52 -0.22
C 0.66 0.27 -0.27
C -0.19 -1.00 -0.56
C 0.06 -1.23 0.98
H -1.30 1.35 0.16
H -0.34 1.85 -1.34
H 0.15 2.43 0.30
H 1.52 0.36 -0.94
H -1.22 -0.74 -0.95
H 0.33 -1.67 -1.29
H -1.03 -0.79 1.64
H 0.55 -2.24 1.45
O 1.09 -0.10 1.04
*
```

Calculated values
M = 72.11 g/mol
gap between HOMO and LUMO = 10.61 eV

=====

Most stable pick: (i). Distance to second place: 26.5 kcal/mol.